No. 1
Computed, not measured: a molecular structure, CH9O4 at a distorted geometry, with wB97M-V/def2-TZVPD.

CARTESIAN COORDINATES (ANGSTROEM)
C (-1.00665, -1.31242, 0.77705)
O (-1.12859, 0.12038, 0.53793)
H (-0.51470, -1.70868, -0.10779)
H (-1.98635, -1.73323, 0.94511)
H (-0.33951, -1.46431, 1.60431)
H (2.07566, 0.64757, -0.46638)
H (1.00808, 0.87205, -1.51138)
O (1.98113, 0.87602, -1.40513)
H (-1.13106, 1.33957, -2.17075)
H (-0.97341, 0.40964, -0.58949)
O (-0.90689, 0.46399, -1.85160)
H (0.23009, 0.27847, 1.00279)
H (1.44757, 0.98639, 1.89113)
O (1.24463, 0.22456, 1.34421)

Values from the calculation:
ΔE to the lowest compared entry with this formula, charge and spin: 38.53 kJ/mol
HOMO energy: -4.7094 eV
LUMO energy: 4.17 eV
Kohn-Sham gap: 8.88 eV
maximum force: 2.38 eV Å⁻¹
charge: -1

The molecule's Mulliken atomic charges, reported in e, are given here: number 1, C, carries -0.71; number 2, O, carries -0.77; number 3, H, carries 0.25; number 4, H, carries 0.21; number 5, H, carries 0.32; number 6, H, carries 0.37; number 7, H, carries 0.36; number 8, O, carries -0.73; number 9, H, carries 0.21; number 10, H, carries 0.49; number 11, O, carries -0.96; number 12, H, carries 0.49; number 13, H, carries 0.25; number 14, O, carries -0.79

No. 2
Computed, not measured: 2 unconnected molecules or ions with the total composition C5H10 at a distorted geometry, with wB97M-V/def2-TZVPD.

CARTESIAN COORDINATES (ANGSTROEM)
C (0.33860, -0.62702, 1.00495)
C (1.58134, 0.10902, 0.67590)
C (0.50877, -0.19764, -0.40389)
C (-0.46117, 0.80086, -0.68113)
C (-1.88806, 0.34149, -0.74607)
H (0.54895, -1.86171, 1.08383)
H (1.05035, -2.67008, 1.21746)
H (-0.34732, -0.17229, 1.71264)
H (1.69812, 1.14250, 0.95188)
H (2.49552, -0.46781, 0.75890)
H (1.04072, -0.92685, -1.03354)
H (-0.15550, 1.64636, -1.28782)
H (-2.09305, -0.46079, -1.46531)
H (-2.10682, -0.04525, 0.25311)
H (-2.62891, 1.11627, -0.94293)

Values from the calculation:
ΔE to the lowest compared entry with this formula, charge and spin: 745.39 kJ/mol
HOMO energy: -6.8457 eV
LUMO energy: -1.60 eV
Kohn-Sham gap: 5.25 eV
maximum force: 2.53 eV Å⁻¹

The molecule's Mulliken atomic charges, reported in e, are given here: number 1, C, carries -0.05; number 2, C, carries -0.64; number 3, C, carries 0.12; number 4, C, carries -0.53; number 5, C, carries -1.02; number 6, H, carries -1.02; number 7, H, carries 0.62; number 8, H, carries 0.38; number 9, H, carries 0.24; number 10, H, carries 0.31; number 11, H, carries 0.35; number 12, H, carries 0.35; number 13, H, carries 0.28; number 14, H, carries 0.28; number 15, H, carries 0.34

- Among the records above, which one has the lowest HOMO energy?
  C5H10